(1)
Below is C45H32Cl2FMnN2O6Sb as an isolated structure, with properties calculated with ωB97M-V/def2-TZVPD.

- calculated total energy (Eh) = -4706.64035
- LUMO (alpha / beta) (eV) = 2.007 / 1.626
- net charge = -1
- E_HOMO (alpha / beta) (Ha) = -0.173 / -0.206
- spin multiplicity = 5
- expectation value of S² = 6.04
- molar mass (g mol⁻¹) = 963.36
- Kohn-Sham gap (alpha / beta) (eV) = 6.7061 / 7.2381

Element x y z (Å)
Mn  -1.835  0.655  1.045
O  1.207  1.747  3.295
C  0.242  1.691  2.578
O  -0.038  0.745  1.715
C  -0.849  2.734  2.607
C  -0.929  3.863  3.389
C  -2.092  4.620  3.340
C  -3.139  4.220  2.520
C  -2.973  3.094  1.748
N  -1.846  2.392  1.800
C  -3.963  2.437  0.804
O  -5.038  2.934  0.560
O  -3.491  1.319  0.332
H  -0.091  4.125  4.021
H  -2.189  5.505  3.956
H  -4.069  4.769  2.466
F  -3.714  -1.414  6.541
C  -3.349  -1.081  5.271
C  -4.246  -0.402  4.474
C  -3.856  -0.049  3.185
C  -2.580  -0.337  2.683
C  -1.726  -1.050  3.530
C  -2.098  -1.432  4.818
H  -5.232  -0.162  4.859
H  -4.586  0.448  2.554
H  -0.734  -1.326  3.183
H  -1.428  -1.994  5.461
Cl  -1.599  -4.656  2.755
C  -0.027  -4.282  2.120
C  1.056  -4.270  2.978
C  2.317  -3.976  2.487
C  2.478  -3.711  1.139
C  1.391  -3.729  0.281
Cl  1.693  -3.342  -1.383
C  0.086  -3.993  0.748
N  -1.059  -3.934  -0.025
C  -1.166  -4.338  -1.371
C  -0.666  -5.592  -1.731
C  -0.755  -6.055  -3.028
C  -1.381  -5.272  -3.989
C  -1.889  -4.035  -3.627
C  -1.779  -3.532  -2.329
C  -2.277  -2.114  -2.107
C  -2.397  -1.587  -0.679
O  -3.310  -1.986  0.026
O  -1.505  -0.688  -0.347
H  0.902  -4.494  4.026
H  3.166  -3.938  3.157
H  3.451  -3.457  0.737
H  -1.899  -3.606  0.431
H  -0.199  -6.195  -0.960
H  -0.354  -7.028  -3.287
H  -1.473  -5.617  -5.012
H  -2.381  -3.416  -4.372
H  -3.285  -2.053  -2.521
H  -1.633  -1.436  -2.673
C  4.872  0.468  -4.656
C  3.589  -0.034  -4.837
C  2.698  -0.059  -3.772
C  3.056  0.425  -2.511
C  4.358  0.898  -2.340
C  5.258  0.923  -3.403
Sb  1.487  0.515  -0.976
C  0.418  1.996  -2.168
C  1.094  2.866  -3.029
C  0.403  3.817  -3.767
C  -0.979  3.925  -3.653
C  -1.664  3.072  -2.803
C  -0.968  2.113  -2.073
C  2.529  2.040  0.156
C  2.140  3.378  0.160
C  2.836  4.319  0.912
C  3.933  3.934  1.670
C  4.317  2.600  1.690
C  3.611  1.662  0.950
H  5.567  0.505  -5.488
H  3.282  -0.398  -5.811
H  1.694  -0.445  -3.932
H  4.675  1.272  -1.375
H  6.259  1.310  -3.249
H  2.173  2.810  -3.116
H  0.947  4.480  -4.430
H  -1.515  4.674  -4.225
H  -2.741  3.146  -2.703
H  -1.528  1.447  -1.432
H  1.285  3.697  -0.426
H  2.515  5.355  0.908
H  4.480  4.665  2.253
H  5.164  2.290  2.291
H  3.897  0.616  1.007

---

(2)
Below is C3H3O2S as an isolated structure, with properties calculated with ωB97M-V/def2-TZVPD.

- calculated total energy (Eh) = -664.77068
- LUMO (eV) = 3.832
- net charge = -1
- E_HOMO (Ha) = -0.141
- spin multiplicity = 1
- molar mass (g mol⁻¹) = 103.12
- Kohn-Sham gap (eV) = 7.6769

Element x y z (Å)
C  2.129  0.205  -0.123
C  2.480  1.564  0.206
C  0.008  -0.065  -0.066
O  2.698  -0.791  -0.469
O  2.633  2.119  1.276
S  2.550  2.115  -1.404
H  -0.293  0.504  0.798
H  -0.311  0.371  -0.998
H  -0.125  -1.127  0.011

---

(3)
Below is a 3-piece molecular cluster, C5H12O overall, with properties calculated with ωB97M-V/def2-TZVPD.

- calculated total energy (Eh) = -272.44920
- LUMO (alpha / beta) (eV) = -7.990 / -7.951
- net charge = +1
- E_HOMO (alpha / beta) (Ha) = -0.479 / -0.563
- spin multiplicity = 2
- expectation value of S² = 0.76
- molar mass (g mol⁻¹) = 88.15
- Kohn-Sham gap (alpha / beta) (eV) = 5.0415 / 7.3825

Element x y z (Å)
C  -0.554  -0.197  -1.677
C  -0.025  -1.283  -0.759
C  0.065  -0.752  0.667
C  -1.011  -0.759  1.540
C  1.255  -0.156  1.085
H  -1.455  0.247  -1.249
H  0.255  0.662  -1.640
H  -0.698  -0.513  -2.709
H  -0.512  -2.251  -0.859
H  1.038  -1.380  -0.994
H  -0.885  -0.360  2.542
H  -1.818  -1.466  1.375
H  1.024  1.359  -1.604
H  1.338  0.283  2.076
H  2.183  -0.362  0.562
H  -0.062  1.943  1.222
H  0.236  2.404  -0.151
O  -0.375  2.579  0.573

---

(4)
Below is C24H20CoIN4O2 as an isolated structure, with properties calculated with ωB97M-V/def2-TZVPD.

- calculated total energy (Eh) = -2976.35998
- LUMO (alpha / beta) (eV) = -2.893 / -3.077
- net charge = +1
- E_HOMO (alpha / beta) (Ha) = -0.395 / -0.397
- spin multiplicity = 4
- expectation value of S² = 3.76
- molar mass (g mol⁻¹) = 582.29
- Kohn-Sham gap (alpha / beta) (eV) = 7.8628 / 7.7301

Element x y z (Å)
Co  0.283  0.809  -0.369
C  4.580  0.127  -0.514
C  3.190  0.227  0.052
O  2.277  0.534  -0.740
C  2.978  -0.046  1.457
C  4.073  -0.175  2.335
C  3.899  -0.505  3.653
C  2.605  -0.739  4.137
C  1.513  -0.608  3.318
C  1.656  -0.240  1.962
O  0.591  -0.107  1.227
H  4.526  0.164  -1.599
H  5.057  -0.798  -0.197
H  5.195  0.959  -0.167
H  5.075  0.010  1.970
H  4.754  -0.586  4.309
H  2.472  -1.035  5.170
H  0.509  -0.777  3.685
C  -3.667  0.903  -2.244
C  -2.313  1.101  -2.064
N  -1.607  0.441  -1.139
C  -2.251  -0.453  -0.376
C  -3.611  -0.724  -0.485
C  -4.332  -0.007  -1.436
C  -4.262  -1.673  0.435
C  -3.805  -2.864  0.821
C  -2.633  -3.591  0.300
C  -2.246  -3.579  -1.040
C  -1.145  -4.348  -1.378
N  -0.471  -5.058  -0.482
C  -0.921  -5.013  0.766
N  -1.972  -4.329  1.193
H  -4.192  1.459  -3.007
H  -1.786  1.816  -2.679
H  -1.659  -0.975  0.368
H  -5.397  -0.166  -1.546
H  -5.186  -1.308  0.873
H  -4.321  -3.394  1.612
H  -2.794  -3.022  -1.785
H  -0.792  -4.410  -2.402
H  -0.383  -5.597  1.504
I  0.069  3.214  1.823
C  0.368  3.815  -0.166
C  0.555  5.149  -0.481
C  0.755  5.481  -1.812
C  0.774  4.470  -2.762
C  0.592  3.166  -2.351
N  0.375  2.836  -1.071
H  0.548  5.899  0.295
H  0.904  6.510  -2.109
H  0.940  4.688  -3.808
H  0.634  2.345  -3.057

---

(5)
Below is C22H38Cl10CuO13S as an isolated structure, with properties calculated with ωB97M-V/def2-TZVPD.

- calculated total energy (Eh) = -8479.78911
- LUMO (alpha / beta) (eV) = -1.529 / -3.577
- E_HOMO (alpha / beta) (Ha) = -0.356 / -0.356
- spin multiplicity = 2
- expectation value of S² = 0.76
- molar mass (g mol⁻¹) = 960.68
- Kohn-Sham gap (alpha / beta) (eV) = 8.1544 / 6.1048

Element x y z (Å)
Cu  2.342  -0.733  0.912
S  0.449  0.843  -0.160
O  -0.613  0.534  -1.108
O  1.809  0.497  -0.683
O  0.525  2.209  0.283
O  0.411  -0.114  0.974
C  -2.032  -5.638  -0.948
C  -0.994  -5.281  0.083
C  0.388  -5.973  -0.031
O  1.321  -4.896  -0.029
C  0.690  -3.719  0.170
O  1.229  -2.708  0.488
O  -0.635  -3.895  0.106
H  -1.594  -5.461  -1.934
H  -2.961  -5.086  -0.839
H  -2.256  -6.694  -0.785
H  -1.423  -5.478  1.072
H  0.437  -6.363  -1.051
H  0.602  -6.674  0.767
C  -3.868  -1.038  -2.917
C  -2.336  -0.986  -2.814
C  -1.637  -2.234  -2.272
O  -1.063  -2.829  -3.414
C  -0.967  -1.927  -4.405
O  -0.320  -2.028  -5.386
O  -1.714  -0.803  -4.078
H  -4.144  -0.412  -3.763
H  -4.203  -0.740  -1.927
H  -4.264  -2.030  -3.147
H  -2.046  -0.175  -2.145
H  -2.363  -2.922  -1.849
H  -0.902  -1.956  -1.518
C  2.889  0.975  6.909
C  1.769  0.232  6.194
C  0.739  1.114  5.478
O  0.762  0.620  4.120
C  1.611  -0.397  4.047
O  1.783  -1.096  3.078
O  2.248  -0.618  5.190
H  3.752  0.383  7.226
H  2.561  1.506  7.802
H  3.400  1.699  6.261
H  1.319  -0.324  7.022
H  0.810  2.193  5.592
H  -0.200  0.896  5.992
Cl  0.518  2.003  -5.217
C  1.048  0.486  -4.469
C  2.565  0.405  -4.388
Cl  3.467  0.793  -5.868
H  0.698  -0.359  -5.068
H  0.542  0.337  -3.517
H  2.837  -0.587  -4.022
H  2.896  1.034  -3.558
Cl  3.370  5.018  -1.520
C  3.638  3.238  -1.494
C  4.896  2.925  -2.329
Cl  4.805  3.559  -3.983
H  2.803  2.685  -1.919
H  3.727  2.830  -0.491
H  5.041  1.844  -2.343
H  5.783  3.328  -1.846
Cl  -2.203  2.990  4.729
C  -1.649  3.217  3.032
C  -0.965  4.510  2.739
Cl  0.568  4.650  3.617
H  -2.518  3.008  2.412
H  -0.970  2.380  2.892
H  -1.583  5.396  2.879
H  -0.846  4.507  1.657
Cl  -0.757  4.840  -1.595
C  -0.757  3.108  -2.059
C  -1.991  2.652  -2.847
Cl  -3.399  2.416  -1.793
H  -0.797  2.618  -1.084
H  0.230  2.862  -2.437
H  -1.633  1.722  -3.284
H  -2.204  3.428  -3.576
Cl  -3.520  -2.116  0.725
C  -2.496  -0.722  1.066
C  -2.110  -0.612  2.534
Cl  -1.461  -2.129  3.200
H  -2.965  0.175  0.648
H  -1.700  -0.784  0.324
H  -2.933  -0.233  3.131
H  -1.288  0.102  2.558

---

(6)
Below is a 2-piece molecular cluster, H9OPSi3 overall, with properties calculated with ωB97M-V/def2-TZVPD.

- calculated total energy (Eh) = -1290.28662
- LUMO (alpha / beta) (eV) = -1.007 / -1.510
- E_HOMO (alpha / beta) (Ha) = -0.304 / -0.285
- spin multiplicity = 1
- molar mass (g mol⁻¹) = 140.30
- Kohn-Sham gap (alpha / beta) (eV) = 7.2744 / 6.2483

Element x y z (Å)
O  0.471  0.052  1.854
Si  1.539  1.761  -0.474
Si  1.209  -2.201  -0.070
Si  -3.094  0.499  0.251
P  0.447  -0.063  0.394
H  2.922  1.970  -0.138
H  1.396  1.787  -1.887
H  0.947  2.989  0.009
H  1.493  -2.409  -1.545
H  0.261  -3.227  0.360
H  2.562  -2.589  0.325
H  -3.431  -0.693  -0.640
H  -3.357  0.227  1.769
H  -3.366  1.898  -0.208